No. 1
63
Properties=species:S:1:pos:R:3:forces:R:3 method="wB97M-V/def2-TZVPD" charge=+2 homo_energy_ev=-13.458 gap_ev=1.81 de_lowest_kj_mol=17.4 total_energy_ha=-2162.695321
Al 0.644 -1.408 -1.252 0.15 -0.61 0.42
N 1.429 -4.665 -0.999 -0.60 0.65 -0.73
O 2.284 -3.737 -1.033 0.14 0.48 0.33
O 1.672 -5.731 -0.503 0.20 -0.14 0.26
O 0.335 -4.387 -1.522 -0.26 -0.13 0.22
O -0.795 -2.238 0.922 0.36 0.35 -1.03
P -1.535 -2.530 2.167 -0.11 0.18 1.17
N -2.165 -4.078 2.168 0.09 -0.27 -0.65
C -3.340 -4.498 2.909 0.18 0.47 0.60
C -1.682 -5.014 1.173 -0.32 -0.31 -0.01
N -2.812 -1.480 2.379 0.05 -0.13 -0.55
C -3.353 -1.127 3.661 -0.33 0.40 0.71
C -3.461 -0.844 1.240 0.78 0.49 0.09
N -0.688 -2.428 3.560 -0.23 -0.11 0.15
C -0.399 -3.559 4.434 0.18 -0.51 0.57
C -0.075 -1.150 3.898 1.07 0.37 -0.57
H -4.061 -4.988 2.256 0.05 -0.08 -0.02
H -3.806 -3.638 3.383 -0.15 -0.01 -0.12
H -3.047 -5.158 3.731 -0.02 -0.27 -0.22
H -2.399 -5.114 0.345 0.14 0.22 -0.14
H -1.667 -6.023 1.602 0.20 0.08 0.19
H -0.702 -4.733 0.808 -0.06 -0.04 -0.08
H -2.989 -1.773 4.457 -0.01 -0.10 -0.07
H -3.097 -0.100 3.961 0.20 -0.03 -0.23
H -4.447 -1.124 3.654 0.03 -0.30 -0.14
H -2.929 -1.107 0.330 -0.32 -0.32 -0.07
H -4.526 -1.071 1.215 0.00 -0.06 -0.13
H -3.315 0.240 1.336 -0.33 -0.01 0.08
H -1.068 -3.623 5.298 -0.10 0.17 -0.10
H -0.423 -4.519 3.923 -0.12 0.13 -0.19
H 0.610 -3.482 4.842 0.03 0.18 -0.16
H -0.771 -0.316 3.978 -0.17 -0.16 0.17
H 0.677 -0.877 3.144 -0.24 0.02 -0.13
H 0.534 -1.223 4.797 -0.44 -0.17 0.28
O 1.397 1.203 -1.938 -0.22 -0.50 0.85
P 1.680 2.564 -2.430 0.10 0.87 -1.13
N 2.588 3.498 -1.385 -0.41 -1.26 0.08
C 3.192 4.744 -1.768 0.07 0.72 -0.07
C 2.596 3.106 0.024 -0.04 0.69 -0.17
N 0.275 3.468 -2.639 -0.22 -0.44 0.23
C 0.294 4.798 -3.204 -0.04 0.19 -0.45
C -0.881 3.122 -1.829 -0.12 -0.14 0.02
N 2.428 2.689 -3.872 -0.02 0.31 0.23
C 1.686 2.598 -5.114 0.13 -0.17 -1.36
C 3.849 2.327 -3.966 0.00 0.18 -0.77
H 4.257 4.740 -1.516 -0.02 0.03 0.00
H 2.729 5.609 -1.274 0.03 -0.21 0.31
H 3.076 4.944 -2.829 0.12 -0.32 -0.08
H 2.720 2.034 0.137 0.24 0.02 -0.04
H 1.650 3.379 0.511 0.05 0.09 0.01
H 3.392 3.688 0.487 0.04 -0.31 0.30
H -0.676 5.037 -3.644 -0.09 -0.09 0.17
H 0.521 5.562 -2.452 0.03 0.01 -0.02
H 1.010 4.850 -4.021 0.17 0.10 0.17
H -1.581 3.953 -1.811 0.07 0.07 0.07
H -1.406 2.256 -2.247 0.10 -0.03 -0.01
H -0.592 2.863 -0.805 -0.05 0.04 -0.01
H 0.627 2.835 -5.046 0.02 -0.11 0.38
H 2.100 3.272 -5.872 0.09 0.21 0.31
H 1.789 1.614 -5.585 -0.17 -0.13 0.35
H 4.492 3.092 -3.532 -0.02 -0.26 0.45
H 4.115 2.345 -5.024 -0.10 -0.11 -0.01
H 4.038 1.313 -3.618 0.17 0.13 0.28


No. 2
55
Properties=species:S:1:pos:R:3:forces:R:3 method="wB97M-V/def2-TZVPD" charge=+2 homo_energy_ev=-14.162 gap_ev=9.41 de_lowest_kj_mol=140.3 total_energy_ha=-3442.233285
Br 0.228 0.489 -1.004 -0.08 -0.01 0.16
C 3.621 -0.010 1.415 0.06 0.19 -0.61
C 4.000 -1.202 0.516 -1.88 -0.19 0.77
C 3.244 -2.465 0.958 1.37 -2.22 -1.33
O 3.629 -3.523 0.021 0.91 1.23 -0.72
C 3.125 -4.809 0.312 -0.50 0.23 0.46
N 3.559 -0.903 -0.935 1.83 -0.07 0.87
H 4.298 -0.306 -1.277 0.19 0.23 -0.64
H 3.568 -1.769 -1.454 0.03 -0.61 -0.28
H 2.690 -0.418 -1.110 -1.20 0.34 0.54
H 2.567 0.207 1.242 -0.15 -0.05 0.25
H 4.148 0.913 1.172 0.24 -0.11 -0.24
H 3.806 -0.165 2.478 -0.03 -0.42 -0.15
H 5.063 -1.442 0.485 -0.08 0.15 -0.18
H 2.155 -2.450 0.895 -0.13 0.70 0.52
H 3.655 -2.848 1.892 -0.49 0.70 0.58
H 3.539 -5.224 1.231 -0.11 0.26 0.37
H 3.377 -5.556 -0.441 -0.02 0.59 -0.42
H 2.048 -4.653 0.380 -0.30 -0.80 0.17
C -2.252 5.730 -3.285 0.39 -0.18 0.32
C -1.161 5.048 -2.483 1.90 -0.09 0.62
C -0.983 5.759 -1.107 0.66 -1.06 0.53
O -0.073 5.088 -0.174 -3.20 0.52 -0.11
C 1.245 5.006 -0.532 1.40 0.34 -1.86
N -1.452 3.561 -2.222 -1.63 1.41 0.40
H -1.970 3.232 -3.024 -0.03 -0.63 -0.25
H -0.723 2.920 -1.941 1.13 -0.35 -0.16
H -2.067 3.551 -1.422 -0.62 -0.26 0.35
H -1.929 6.731 -3.573 0.10 0.05 0.31
H -3.089 5.818 -2.592 -0.51 0.07 -0.57
H -2.474 5.256 -4.241 -0.28 -0.32 0.24
H -0.211 4.936 -3.005 0.04 0.73 -0.18
H -1.959 5.790 -0.621 -0.06 -0.44 0.28
H -0.780 6.823 -1.223 0.69 -0.04 -0.34
H 1.455 5.798 -1.251 0.54 0.45 0.21
H 1.456 4.109 -1.114 0.05 -0.56 0.14
H 1.945 5.048 0.303 -0.41 0.12 0.15
C -1.869 -3.338 -0.023 -0.87 -0.83 -0.44
C -2.901 -2.424 0.556 0.01 0.53 0.43
C -3.773 -3.067 1.674 1.37 0.02 1.42
O -3.123 -3.082 3.016 -0.57 0.10 -2.09
C -2.676 -4.390 3.434 0.03 0.10 -0.18
N -2.136 -1.181 1.134 -1.14 -1.63 0.24
H -2.780 -0.472 1.454 -0.12 0.33 0.19
H -1.635 -1.554 1.928 -0.04 -0.10 0.87
H -1.413 -0.771 0.559 0.40 0.46 -1.29
H -2.373 -4.226 -0.405 -0.30 -0.20 0.34
H -1.263 -3.685 0.813 0.79 0.10 -0.52
H -1.444 -2.987 -0.963 0.86 0.49 0.61
H -3.628 -2.062 -0.170 0.35 0.21 -0.21
H -3.947 -4.117 1.439 -0.34 0.22 -0.46
H -4.698 -2.489 1.664 -0.12 -0.25 0.76
H -1.938 -4.196 4.212 -0.21 -0.25 0.03
H -2.226 -4.980 2.636 0.39 0.35 -0.31
H -3.476 -5.049 3.771 -0.31 0.46 0.42


No. 3
59
Properties=species:S:1:pos:R:3:forces:R:3 method="wB97M-V/def2-TZVPD" charge=+2 homo_energy_ev="-12.884 / -14.345" gap_ev="5.34 / 5.59" s_squared=8.7807 total_energy_ha=-2892.297383 spin_multiplicity=6
I -0.747 1.822 -4.838 0.16 1.67 0.48
I -1.093 -0.534 -6.273 -0.26 -1.26 -1.05
Ru -0.159 -1.283 -0.440 0.87 0.52 1.99
P 1.348 -1.591 -1.988 2.49 -0.62 -2.33
C 1.515 -0.716 -3.563 -0.24 0.44 0.01
C 2.732 -1.046 -0.908 -0.28 0.14 -0.13
H 3.622 -1.619 -1.188 -0.10 0.14 0.11
H 2.889 -3.367 -2.577 -0.31 0.12 -0.04
H 2.491 -1.259 0.147 0.23 0.12 -0.22
H 1.486 -3.973 -1.621 0.28 0.08 -0.37
H 1.119 0.307 -3.462 0.28 -0.39 -0.04
H 2.902 0.028 -1.055 -0.03 -0.24 0.20
C 1.802 -3.304 -2.431 -0.52 -0.21 0.27
H 2.568 -0.672 -3.885 -0.31 -0.14 0.23
H 1.281 -3.582 -3.355 0.13 0.01 0.21
H 0.918 -1.230 -4.333 0.24 0.14 0.36
P -2.140 -1.362 -1.344 -3.31 -0.27 -1.37
C -2.702 -0.444 -2.804 0.32 0.48 0.00
C -2.911 -2.995 -1.633 0.47 -0.26 0.24
H -2.817 -1.298 0.989 -0.18 0.19 -0.19
H -4.095 -0.671 -0.106 0.09 -0.01 0.11
H -2.690 0.367 0.302 -0.12 -0.31 -0.01
C -3.023 -0.665 0.113 0.34 0.05 -0.20
H -2.468 -3.728 -0.947 -0.37 0.17 -0.26
H -3.996 -2.928 -1.474 0.29 0.11 -0.09
H -3.793 -0.285 -2.777 0.38 -0.16 0.11
H -2.438 -1.000 -3.719 -0.07 0.16 0.43
H -2.704 -3.304 -2.666 -0.07 0.07 0.24
H -2.189 0.530 -2.845 -0.34 -0.35 0.02
Cl -0.226 -3.497 0.186 0.16 0.19 0.44
C -1.712 1.397 3.384 -0.20 -0.27 0.64
N -0.993 1.802 2.197 0.29 -0.52 -0.48
C -1.727 2.726 1.325 0.08 0.29 -0.24
P 0.438 1.221 1.618 0.23 2.21 1.99
O 0.249 0.747 0.196 -0.21 -1.65 -1.39
N 1.500 2.498 1.546 -0.72 -0.63 -0.31
C 1.896 3.016 0.237 0.39 -0.16 -0.48
C 1.776 3.411 2.656 0.12 0.02 0.36
N 0.963 0.034 2.653 -0.22 -0.08 -0.87
C 2.408 -0.176 2.833 0.36 0.31 0.27
C 0.221 -1.238 2.583 -0.28 0.38 0.55
H -2.470 2.168 3.589 0.32 -0.35 0.14
H -1.043 1.323 4.247 -0.19 -0.04 -0.12
H -2.229 0.435 3.237 0.02 0.22 0.17
H -1.416 3.765 1.518 -0.19 -0.26 -0.12
H -1.534 2.492 0.263 -0.20 0.18 0.38
H -2.805 2.635 1.546 0.50 0.05 -0.30
H 1.883 4.117 0.244 -0.11 -0.42 0.03
H 2.920 2.700 -0.004 -0.16 0.14 -0.11
H 1.206 2.651 -0.534 0.35 0.24 0.12
H 1.768 4.443 2.272 -0.04 -0.38 0.23
H 1.024 3.339 3.448 0.05 -0.11 -0.14
H 2.764 3.213 3.095 -0.22 0.09 -0.08
H 2.717 0.125 3.840 0.03 -0.03 -0.24
H 2.632 -1.245 2.721 0.06 0.37 -0.01
H 2.964 0.396 2.085 0.14 -0.07 0.24
H -0.321 -1.398 3.522 -0.15 -0.16 -0.32
H -0.496 -1.237 1.725 0.11 -0.05 1.09
H 0.937 -2.057 2.449 -0.42 0.09 -0.10